Molecular formula: C4H7N2S
Method: DFT, ωB97M-V/def2-TZVPD

Properties
- ΔE to the lowest compared entry with this formula, charge and spin: 32.3 kcal/mol
- Maximum force: 7.0 eV Å⁻¹
- SMILES string: SC[n+]1cc[nH]c1
- Highest occupied orbital energy: -0.48523 Ha
- Total charge: +1
- HOMO-LUMO gap: 9.31 eV
- M: 115.18 g mol⁻¹

Last column: natural (NBO) charge in e.
Geometry (Å):
S: -2.59 0.57 0.77  -0.023
C: -1.50 0.07 -0.62  -0.357
N: -0.13 0.02 -0.16  -0.283
C: 0.49 0.42 0.93  -0.028
C: 1.76 0.18 0.96  -0.070
N: 2.06 -0.48 -0.18  -0.445
C: 0.92 -0.69 -0.87  0.242
H: -3.85 0.35 0.13  0.192
H: -1.44 0.92 -1.37  0.237
H: -1.98 -0.79 -1.08  0.264
H: 0.05 1.06 1.66  0.260
H: 2.42 0.35 1.87  0.279
H: 3.04 -0.77 -0.26  0.476
H: 0.74 -1.22 -1.77  0.256